(1)
The following is a DFT calculation (ωB97M-V/def2-TZVPD) of a cluster of 2 separate species, C29H44NO6P in total at a distorted geometry.

Each atom is followed by the atoms it is bonded to, with distances in Å.
Cartesian coordinates (Å):
1 C 1.13170 -7.74321 1.93622  C2 1.425, H30 1.191
2 C -0.12993 -7.42832 1.35216  C1 1.425, C3 1.646
3 C -1.68954 -7.15274 0.90509  C2 1.646, C4 1.673, H31 1.184, H32 1.174
4 C -2.61250 -7.07583 2.29776  C3 1.673, C5 1.653, H33 1.189, H34 1.192
5 C -4.04854 -6.29809 2.03984  C4 1.653, C6 1.663, H35 1.170, H36 1.192
6 C -3.92484 -4.69037 2.44518  C5 1.663, C7 1.667, C11 1.655
7 C -3.47896 -4.39885 4.02492  C6 1.667, C8 1.670, H37 1.176
8 C -3.27679 -2.83735 4.58214  C7 1.670, C9 1.649, H38 1.172
9 C -3.56136 -1.64988 3.47422  C8 1.649, C10 1.663, C28 1.648
10 C -4.03049 -1.93912 1.90484  C9 1.663, C11 1.672, C13 1.656
11 C -4.23544 -3.49905 1.33988  C6 1.655, C10 1.672, N12 1.521
12 N -4.63883 -3.73412 -0.10782  C11 1.521, H39 1.053, H40 1.044
13 C -4.26914 -0.59142 0.97271  C10 1.656, O14 1.340, C15 1.671
14 O -5.17659 -0.54446 -0.01171  C13 1.340
15 C -3.35765 0.76467 1.32197  C13 1.671, C16 1.644, C27 1.497
16 C -2.97247 1.76558 0.07589  C15 1.644, C17 1.663, H41 1.191, H42 1.190
17 C -2.62498 3.29929 0.61737  C16 1.663, C18 1.647, H43 1.185, H44 1.174
18 C -1.02558 3.36719 1.00633  C17 1.647, C19 1.642, H45 1.192, H46 1.184
19 C -0.26412 4.73089 0.50107  C18 1.642, C20 1.671, H47 1.187, H48 1.184
20 C 1.25743 4.71779 1.19142  C19 1.671, C21 1.651, H49 1.188, H50 1.183
21 C 2.15562 3.42120 0.70518  C20 1.651, C22 1.648, H51 1.192, H52 1.176
22 C 2.09591 2.14067 1.74070  C21 1.648, C23 1.672, H53 1.176, H54 1.183
23 C 3.25611 0.98882 1.39002  C22 1.672, C24 1.666, H55 1.181, H56 1.172
24 C 2.53713 -0.49007 1.12477  C23 1.666, C25 1.665, H57 1.192, H58 1.178
25 C 3.47830 -1.39372 0.09074  C24 1.665, C26 1.669, H59 1.172, H60 1.170
26 C 3.42481 -0.79646 -1.46660  C25 1.669, H61 1.191, H62 1.190, H63 1.194
27 C -2.94783 0.98759 2.74409  C15 1.497, C28 1.660, H64 1.170
28 C -3.32976 -0.08848 3.94937  C9 1.648, C27 1.660, O29 1.335
29 O -3.41885 0.21072 5.24778  C28 1.335
30 H 2.30233 -7.95512 1.99437  C1 1.191
31 H -2.11466 -7.93859 0.12893  C3 1.184
32 H -1.73377 -6.07292 0.44554  C3 1.174
33 H -2.77456 -8.16103 2.75584  C4 1.189
34 H -1.91409 -6.50934 3.08082  C4 1.192
35 H -4.33661 -6.44986 0.91579  C5 1.170
36 H -4.91770 -6.72408 2.73483  C5 1.192
37 H -3.26468 -5.30461 4.74314  C7 1.176
38 H -2.94043 -2.66927 5.69230  C8 1.172
39 H -5.68122 -3.67372 -0.24105  N12 1.053
40 H -4.33933 -4.67277 -0.45451  N12 1.044
41 H -2.06378 1.28756 -0.52665  C16 1.191
42 H -3.87920 1.87636 -0.68686  C16 1.190
43 H -3.22049 3.53943 1.61305  C17 1.185
44 H -2.92676 4.10438 -0.18198  C17 1.174
45 H -0.87120 3.32179 2.18749  C18 1.192
46 H -0.49069 2.46017 0.46396  C18 1.184
47 H -0.84042 5.71716 0.82463  C19 1.187
48 H -0.10606 4.75150 -0.67187  C19 1.184
49 H 1.86037 5.71510 0.95941  C20 1.188
50 H 1.17114 4.66122 2.36992  C20 1.183
51 H 3.29701 3.75194 0.61604  C21 1.192
52 H 1.80224 3.08288 -0.36423  C21 1.176
53 H 2.24581 2.52647 2.84169  C22 1.176
54 H 1.06482 1.56066 1.71190  C22 1.183
55 H 3.93039 0.83757 2.34826  C23 1.181
56 H 3.86301 1.29881 0.43641  C23 1.172
57 H 2.47068 -1.13058 2.12774  C24 1.192
58 H 1.44281 -0.39337 0.70030  C24 1.178
59 H 3.14845 -2.51607 0.02113  C25 1.172
60 H 4.60242 -1.35351 0.41381  C25 1.170
61 H 3.61572 -1.67092 -2.25176  C26 1.191
62 H 4.23491 0.06887 -1.56928  C26 1.190
63 H 2.32137 -0.37209 -1.63166  C26 1.194
64 H -2.29989 1.91418 3.04520  C27 1.170
65 C 3.21113 3.11922 -7.39264  O66 1.417, H73 1.092, H74 1.093, H75 1.091
66 O 3.93970 2.78392 -6.22500  C65 1.417, P67 1.730
67 P 3.06064 2.82843 -4.73572  O66 1.730, O68 1.538, O69 1.646, O71 1.730
68 O 2.61919 4.27293 -5.02551  P67 1.538
69 O 4.47293 2.86002 -3.89005  P67 1.646, C70 1.417
70 C 5.40621 3.89405 -4.15284  O69 1.417, H76 1.092, H77 1.094, H78 1.092
71 O 2.18148 2.87302 -3.24638  P67 1.730, C72 1.416
72 C 0.78230 3.04992 -3.37576  O71 1.416, H79 1.094, H80 1.093, H81 1.093
73 H 3.71817 2.68257 -8.25584  C65 1.092
74 H 2.19394 2.72346 -7.34059  C65 1.093
75 H 3.18628 4.20252 -7.51963  C65 1.091
76 H 4.94414 4.77584 -4.60239  C70 1.092
77 H 6.18046 3.51110 -4.82426  C70 1.094
78 H 5.87431 4.19051 -3.21180  C70 1.092
79 H 0.40446 2.51188 -4.24973  C72 1.094
80 H 0.54731 4.11407 -3.46064  C72 1.093
81 H 0.29662 2.65541 -2.47933  C72 1.093

Properties
LUMO level = -2.677 eV
E_HOMO = -8.7 eV
multiplicity = 1
strongest force on any atom = 0.19436 Eh/bohr
SMILES = C#CCCCc1ccc2c(c1N)C(=O)C(CCCCCCCCCCC)=CC2=O.COP(=O)(OC)OC

(2)
The following is a DFT calculation (ωB97M-V/def2-TZVPD) of the molecule C5H8O2 at a distorted geometry.

Each atom is followed by the atoms it is bonded to, with distances in Å.
Cartesian coordinates (Å):
1 C -2.18111 0.59626 -1.38425  C2 1.486, H8 1.095, H9 1.099, H10 1.093
2 C -1.30666 0.39244 -0.20009  C1 1.486, O3 1.294, H11 1.085
3 O -0.45938 -0.58581 -0.19105  C2 1.294, C4 1.327
4 C 0.48712 -0.70086 0.73144  O3 1.327, C5 1.507, C7 1.498
5 C 1.80141 -1.37948 0.44208  C4 1.507, O6 1.448, H12 1.097, H13 1.103
6 O 2.49717 -0.20476 0.92425  C5 1.448, C7 1.434
7 C 1.27163 0.51371 1.12192  C4 1.498, O6 1.434, H14 1.115, H15 1.098
8 H -3.13683 1.04950 -1.09937  C1 1.095
9 H -1.70194 1.25718 -2.11963  C1 1.099
10 H -2.37734 -0.34652 -1.90079  C1 1.093
11 H -1.32648 1.02055 0.68435  C2 1.085
12 H 2.05129 -2.24317 1.07098  C5 1.097
13 H 2.01508 -1.61884 -0.61289  C5 1.103
14 H 1.10848 1.32873 0.37889  C7 1.115
15 H 1.21451 0.94212 2.13104  C7 1.098

Properties
LUMO level (spin up / spin down) = 0.445 / 0.862 eV
E_HOMO (spin up / spin down) = -7.2 / -7.6 eV
multiplicity = 1
strongest force on any atom = 0.02712 Eh/bohr
energy relative to the best compared isomer or geometry (same formula, charge and spin) = 476.53 kJ/mol

(3)
The following is a DFT calculation (ωB97M-V/def2-TZVPD) of a cluster of 9 separate species, C2H20O9 in total at a distorted geometry.

Each atom is followed by the atoms it is bonded to, with distances in Å.
Cartesian coordinates (Å):
1 O -1.79387 -1.25914 0.63056  C2 1.205
2 C -0.62276 -1.26007 0.34838  O1 1.205, C3 1.484, H4 1.105
3 C -0.04178 -2.21054 -0.63221  C2 1.484, H5 1.101, H6 1.085, H7 1.088
4 H 0.03073 -0.61115 0.95884  C2 1.105
5 H -0.17543 -1.88039 -1.67392  C3 1.101
6 H -0.51881 -3.18213 -0.71406  C3 1.085
7 H 1.03973 -2.18314 -0.51679  C3 1.088
8 H -4.34527 1.24461 0.12008  O10 0.957
9 H -3.60635 -0.17009 -0.02833  O10 0.953
10 O -3.92680 0.61389 -0.46594  H8 0.957, H9 0.953
11 H -0.52867 0.89524 -0.95777  O13 0.975
12 H -0.19180 1.13445 -2.46240  O13 0.962
13 O -0.10749 0.50073 -1.74383  H11 0.975, H12 0.962
14 H 1.36214 2.40649 -1.60300  O16 0.960
15 H 0.34275 3.50221 -1.85514  O16 0.963
16 O 1.26184 3.36133 -1.60583  H14 0.960, H15 0.963
17 H 2.79675 -1.03051 -1.26244  O19 0.959
18 H 3.93074 -1.68767 -0.38031  O19 0.960
19 O 3.10141 -1.83577 -0.84084  H17 0.959, H18 0.960
20 H 3.70118 1.54101 0.29903  O22 0.962
21 H 2.30136 1.30590 -0.32592  O22 0.955
22 O 3.07233 0.86520 0.02669  H20 0.962, H21 0.955
23 H -1.36897 3.34242 0.38922  O25 0.961
24 H -1.73789 1.84806 0.62699  O25 0.967
25 O -1.16552 2.44218 0.12168  H23 0.961, H24 0.967
26 H -2.76794 1.00270 3.12385  O28 0.969
27 H -2.65532 -0.36044 2.50322  O28 0.963
28 O -2.74700 0.56643 2.25906  H26 0.969, H27 0.963
29 H 2.27502 -2.60630 1.31148  O31 0.963
30 H 1.59432 -3.47408 2.52157  O31 0.958
31 O 1.49140 -2.82140 1.82805  H29 0.963, H30 0.958

Properties
charge = +1
LUMO level (spin up / spin down) = -5.389 / -9.197 eV
expectation value of S² = 0.757
E_HOMO (spin up / spin down) = -14.3 / -14.3 eV
multiplicity = 2
strongest force on any atom = 0.03406 Eh/bohr

(4)
The following is a DFT calculation (ωB97M-V/def2-TZVPD) of the molecule CH4OS2 at a distorted geometry.

Each atom is followed by the atoms it is bonded to, with distances in Å.
Cartesian coordinates (Å):
1 C -1.35753 -0.29377 0.28286  S3 1.827, H5 1.084, H6 1.085, H7 1.085
2 O 1.92691 1.13093 -0.47705  S4 1.664, H8 0.963
3 S 0.11123 -1.16922 -0.36209  C1 1.827, S4 2.011
4 S 1.63293 -0.18041 0.50346  O2 1.664, S3 2.011
5 H -2.22272 -0.77084 -0.16398  C1 1.084
6 H -1.30567 0.74893 -0.01287  C1 1.085
7 H -1.38598 -0.38978 1.36318  C1 1.085
8 H 2.60082 0.92416 -1.13351  O2 0.963

Properties
LUMO level (spin up / spin down) = 0.720 / -2.631 eV
expectation value of S² = 2.006
E_HOMO (spin up / spin down) = -5.0 / -9.5 eV
multiplicity = 3
strongest force on any atom = 0.06523 Eh/bohr
energy relative to the best compared isomer or geometry (same formula, charge and spin) = 232.65 kJ/mol

(5)
The following is a DFT calculation (ωB97M-V/def2-TZVPD) of a cluster of 4 separate species, C8H18Cl4O3 in total at a distorted geometry.

Each atom is followed by the atoms it is bonded to, with distances in Å.
Cartesian coordinates (Å):
1 C 1.24144 0.45563 0.87689  C2 1.555, C5 1.527, H6 1.093, H7 1.093
2 C 1.48926 0.86347 -0.60278  C1 1.555, C3 1.540, H8 1.090, H9 1.084
3 C 0.14197 1.45652 -1.05359  C2 1.540, O4 1.418, H10 1.087, H11 1.092
4 O -0.78214 1.22103 -0.00353  C3 1.418, C5 1.431
5 C -0.04823 1.19472 1.22469  C1 1.527, O4 1.431, H12 1.090, H13 1.096
6 H 2.06376 0.77263 1.52411  C1 1.093
7 H 1.15264 -0.61417 1.08367  C1 1.093
8 H 1.76997 -0.01132 -1.18932  C2 1.090
9 H 2.36900 1.49459 -0.55855  C2 1.084
10 H -0.22274 0.86653 -1.89079  C3 1.087
11 H 0.21516 2.49818 -1.37278  C3 1.092
12 H -0.69748 0.69293 1.94287  C5 1.090
13 H 0.13443 2.21570 1.58030  C5 1.096
14 Cl -3.37743 -0.93781 -4.44114  C15 1.767
15 C -1.84507 -1.48969 -3.75491  Cl14 1.767, Cl16 1.766, H17 1.085, H18 1.082
16 Cl -0.48665 -0.55207 -4.38335  C15 1.766
17 H -1.90990 -1.37202 -2.67837  C15 1.085
18 H -1.66396 -2.51376 -4.05302  C15 1.082
19 Cl 2.67252 3.98821 0.27517  C20 1.768
20 C 3.02903 3.65149 1.97406  Cl19 1.768, Cl21 1.748, H22 1.084, H23 1.083
21 Cl 4.39151 2.56801 2.13543  C20 1.748
22 H 3.28099 4.60215 2.42888  C20 1.084
23 H 2.16440 3.22924 2.47165  C20 1.083
24 O -1.61970 -1.31356 -0.60365  C25 1.426, H28 0.970
25 C -1.24992 -2.46599 0.15014  O24 1.426, C26 1.501, H29 1.091, H30 1.098
26 C -1.92751 -2.45041 1.48972  C25 1.501, O27 1.424, H31 1.086, H32 1.103
27 O -2.01092 -3.73015 2.10859  C26 1.424, H33 0.962
28 H -1.15452 -0.54121 -0.24596  O24 0.970
29 H -1.53219 -3.33900 -0.43995  C25 1.091
30 H -0.15803 -2.49400 0.26079  C25 1.098
31 H -2.93202 -2.04276 1.42503  C26 1.086
32 H -1.36480 -1.78281 2.16314  C26 1.103
33 H -1.13289 -4.12028 2.15657  O27 0.962

Properties
LUMO level = 0.527 eV
E_HOMO = -10.1 eV
multiplicity = 1
strongest force on any atom = 0.02637 Eh/bohr
SMILES = C1CCOC1.ClCCl.ClCCl.OCCO
energy relative to the best compared isomer or geometry (same formula, charge and spin) = 1.06 kJ/mol

(6)
The following is a DFT calculation (ωB97M-V/def2-TZVPD) of a cluster of 2 separate species, C2H5IO2 in total at a distorted geometry.

Each atom is followed by the atoms it is bonded to, with distances in Å.
Cartesian coordinates (Å):
1 C 0.81817 0.07824 -0.53700  O4 1.387, H6 1.105, H7 1.149, H8 1.018
2 C -0.95966 0.37303 0.96981  O3 1.395, O4 1.359, I5 2.138
3 O -2.34454 0.53590 0.95064  C2 1.395, H10 1.062
4 O -0.49557 0.45842 -0.30501  C1 1.387, C2 1.359
5 I 0.05527 1.64609 2.35577  C2 2.138
6 H 0.93802 -0.96438 -0.19230  C1 1.105
7 H 1.43467 0.89704 -0.01794  C1 1.149
8 H 1.03223 0.16592 -1.52827  C1 1.018
9 H -0.86878 -1.24177 1.40983  no bonds
10 H -2.74628 -0.13287 0.23065  O3 1.062

Properties
LUMO level = 0.101 eV
E_HOMO = -9.3 eV
multiplicity = 1
strongest force on any atom = 0.09124 Eh/bohr
energy relative to the best compared isomer or geometry (same formula, charge and spin) = 321.54 kJ/mol

(7)
The following is a DFT calculation (ωB97M-V/def2-TZVPD) of a cluster of 2 separate species, C10H16O in total at a distorted geometry.

Each atom is followed by the atoms it is bonded to, with distances in Å.
Cartesian coordinates (Å):
1 C -0.22616 -1.35575 -2.10430  C7 1.496, H14 1.091, H15 1.095, H16 1.095
2 C 0.89554 -2.60663 1.89934  C3 1.383, C4 1.387, O8 1.380
3 C -0.41967 -2.26628 1.63860  C2 1.383, C5 1.452, H10 1.085
4 C 1.81728 -2.68374 0.86538  C2 1.387, C6 1.445, H11 1.085
5 C -0.84233 -1.87921 0.30464  C3 1.452, C7 1.400, H12 1.089
6 C 1.38322 -2.31508 -0.46285  C4 1.445, C7 1.391, H13 1.089
7 C 0.10160 -1.84435 -0.72872  C1 1.496, C5 1.400, C6 1.391
8 O 1.31447 -2.89153 3.18344  C2 1.380, H9 0.965
9 H 0.54547 -2.91349 3.76601  O8 0.965
10 H -1.20840 -2.40203 2.37161  C3 1.085
11 H 2.82074 -3.06686 1.01819  C4 1.085
12 H -1.88936 -1.61356 0.16609  C5 1.089
13 H 2.12640 -2.29777 -1.25810  C6 1.089
14 H 0.51489 -1.68330 -2.83528  C1 1.091
15 H -0.12504 -0.27435 -2.24224  C1 1.095
16 H -1.20346 -1.67655 -2.48033  C1 1.095
17 C -1.04848 3.38975 -0.16949  C18 1.549, C19 1.517, H20 1.101, H21 1.080
18 C 0.34225 3.83082 0.35107  C17 1.549, H22 1.085, H23 1.092, H25 1.090
19 C -0.96103 2.13208 -1.01243  C17 1.517, H24 1.089, H26 1.082, H27 1.099
20 H -1.43442 4.22197 -0.77881  C17 1.101
21 H -1.72966 3.21361 0.65013  C17 1.080
22 H 1.13157 3.35827 -0.22483  C18 1.085
23 H 0.47078 4.91460 0.32779  C18 1.092
24 H -0.26123 1.42716 -0.56512  C19 1.089
25 H 0.46311 3.46656 1.37084  C18 1.090
26 H -0.66634 2.23411 -2.04816  C19 1.082
27 H -1.91173 1.58155 -1.00248  C19 1.099

Properties
charge = -1
LUMO level (spin up / spin down) = 3.475 / 3.451 eV
expectation value of S² = 0.762
E_HOMO (spin up / spin down) = 0.9 / -3.4 eV
multiplicity = 2
strongest force on any atom = 0.02782 Eh/bohr
energy relative to the best compared isomer or geometry (same formula, charge and spin) = 21.20 kJ/mol

(8)
The following is a DFT calculation (ωB97M-V/def2-TZVPD) of the molecule C6H7N3O6 at a distorted geometry.

Each atom is followed by the atoms it is bonded to, with distances in Å.
Cartesian coordinates (Å):
1 C 2.22555 -1.00676 -0.66943  C2 1.460, H16 1.134, H17 1.098, H18 0.998
2 C 0.90924 -0.44840 -0.96295  C1 1.460, O3 1.195, C4 1.622
3 O 0.27450 -0.77151 -1.92274  C2 1.195
4 C 0.21930 0.67788 -0.02140  C2 1.622, O5 1.347, O6 1.348, N7 1.508
5 O 0.44817 1.84333 -0.65578  C4 1.347, H19 0.995
6 O 0.72736 0.67685 1.22772  C4 1.348, H20 0.976
7 N -1.25744 0.38026 0.04245  C4 1.508, C8 1.374, C14 1.389
8 C -2.20363 1.36118 -0.12854  N7 1.374, O9 1.214, N10 1.449
9 O -2.06871 2.55835 -0.27926  C8 1.214
10 N -3.49653 0.77213 -0.41428  C8 1.449, C11 1.366, H21 1.023
11 C -3.87377 -0.52595 -0.21825  N10 1.366, O12 1.229, N13 1.389
12 O -5.05545 -0.81674 -0.38980  C11 1.229
13 N -2.82649 -1.35692 0.15944  C11 1.389, C14 1.354, H22 0.982
14 C -1.52613 -0.97825 0.15100  N7 1.389, N13 1.354, O15 1.231
15 O -0.63010 -1.70248 0.58362  C14 1.231
16 H 2.16802 -1.13515 0.45537  C1 1.134
17 H 2.79244 -0.16638 -1.09094  C1 1.098
18 H 2.33214 -1.81324 -1.24830  C1 0.998
19 H -0.00779 2.62471 -0.24052  O5 0.995
20 H 0.56494 1.51802 1.69449  O6 0.976
21 H -4.37904 1.28131 -0.51149  N10 1.023
22 H -2.99297 -2.32154 0.24325  N13 0.982

Properties
LUMO level = 0.265 eV
E_HOMO = -10.0 eV
multiplicity = 1
strongest force on any atom = 0.10288 Eh/bohr
SMILES = CC(=O)C(O)(O)n1c(=O)[nH]c(=O)[nH]c1=O
energy relative to the best compared isomer or geometry (same formula, charge and spin) = 96.39 kJ/mol